DFT (ωB97M-V with the def2-TZVPD basis set) results for a 3-piece molecular cluster, C28H50NO12 overall.

Output
**Calculated total energy**: -2054.16934 Eh
**Highest occupied orbital energy**: -10.544 eV
**Max |F|**: 0.841 eV Å⁻¹
**Net charge**: +1

Cartesian coordinates (Å):
C1 6.308 -3.711 -1.183
C2 7.602 -3.290 -1.871
O1 7.336 -2.911 -3.241
C3 7.679 -1.649 -3.594
O2 8.766 -1.188 -3.402
C4 6.576 -0.852 -4.257
C5 5.150 -1.305 -3.910
C6 4.128 -0.144 -3.964
C7 3.130 -0.135 -2.833
C8 3.388 0.375 -1.551
C9 4.714 0.951 -1.064
O3 4.835 1.243 0.085
O4 5.695 1.153 -1.977
C10 2.393 0.392 -0.566
C11 1.147 -0.093 -0.857
N1 0.923 -0.596 -2.080
C12 1.844 -0.644 -3.064
C13 1.381 -1.262 -4.349
C14 2.068 -2.616 -4.631
O5 1.121 -3.648 -4.408
C15 1.604 -4.806 -3.815
C16 2.009 -4.677 -2.373
O6 1.613 -5.827 -4.421
H1 5.869 -2.888 -0.614
H2 6.491 -4.548 -0.515
H3 5.571 -4.014 -1.928
H4 8.070 -2.459 -1.348
H5 8.299 -4.124 -1.890
H6 6.721 -0.888 -5.338
H7 6.748 0.184 -3.969
H8 5.123 -1.827 -2.954
H9 4.875 -2.037 -4.669
H10 4.634 0.815 -4.010
H11 3.562 -0.226 -4.892
H12 6.389 0.485 -1.875
H13 2.601 0.810 0.406
H14 0.348 -0.072 -0.129
H15 0.000 -0.962 -2.281
H16 0.320 -1.498 -4.265
H17 1.506 -0.567 -5.176
H18 2.917 -2.747 -3.959
H19 2.459 -2.651 -5.648
H20 2.798 -3.935 -2.238
H21 1.152 -4.362 -1.778
H22 2.380 -5.634 -2.025
C17 -3.044 4.646 2.076
O7 -2.132 3.916 2.871
C18 -2.264 2.512 2.778
C19 -0.921 1.821 2.717
O8 -0.191 2.013 1.507
C20 0.341 3.302 1.225
C21 1.493 3.742 2.103
O9 1.083 4.000 3.427
C22 1.949 3.503 4.425
H23 -4.034 4.691 2.540
H24 -2.655 5.659 1.982
H25 -3.137 4.213 1.074
H26 -2.861 2.232 1.903
H27 -2.786 2.155 3.675
H28 -1.118 0.747 2.756
H29 -0.313 2.064 3.588
H30 -0.444 4.057 1.200
H31 0.737 3.221 0.207
H32 1.899 4.667 1.672
H33 2.285 2.983 2.081
H34 2.287 2.487 4.193
H35 1.389 3.476 5.358
H36 2.821 4.151 4.558
C23 -6.134 2.319 4.451
O10 -6.094 1.261 3.518
C24 -5.830 -0.010 4.083
C25 -6.698 -1.095 3.486
O11 -8.065 -1.035 3.838
C26 -8.877 -0.002 3.306
C27 -9.205 -0.130 1.836
O12 -8.073 0.084 1.009
C28 -7.947 -0.833 -0.053
H37 -5.124 2.641 4.730
H38 -6.649 3.155 3.979
H39 -6.686 2.042 5.355
H40 -5.976 0.010 5.169
H41 -4.780 -0.271 3.885
H42 -6.347 -2.040 3.908
H43 -6.559 -1.155 2.404
H44 -8.471 0.986 3.532
H45 -9.823 -0.092 3.844
H46 -9.960 0.630 1.596
H47 -9.642 -1.116 1.647
H48 -8.152 -1.858 0.273
H49 -6.918 -0.784 -0.409
H50 -8.617 -0.582 -0.883

***

DFT (ωB97M-V with the def2-TZVPD basis set) results for C28H51AsF6N3NaO8S4 as an isolated structure in a non-equilibrium geometry.

Output
**Calculated total energy**: -6453.58155 Eh
**Highest occupied orbital energy**: -7.908 eV
**Max |F|**: 3.182 eV Å⁻¹

Cartesian coordinates (Å):
Na1 -29.993 -10.038 3.394
As1 -24.946 -10.411 6.335
F1 -25.722 -9.280 7.422
F2 -23.325 -9.554 6.372
F3 -24.045 -11.688 5.477
F4 -26.529 -11.180 6.210
F5 -25.293 -9.401 4.817
F6 -24.571 -11.337 7.834
C1 -18.536 -12.341 8.696
C2 -17.357 -11.758 7.953
C3 -16.782 -12.809 7.015
C4 -15.666 -12.321 6.192
N1 -14.819 -11.846 5.580
H1 -18.804 -11.805 9.607
H2 -18.412 -13.389 8.966
H3 -19.426 -12.239 8.074
H4 -16.623 -11.378 8.664
H5 -17.836 -10.978 7.361
H6 -17.530 -13.110 6.281
H7 -16.493 -13.762 7.459
C5 -26.262 -17.602 9.326
C6 -25.603 -16.200 9.525
C7 -25.414 -15.715 11.005
C8 -24.773 -16.632 11.941
N2 -24.160 -17.213 12.718
H8 -26.640 -18.060 10.240
H9 -25.588 -18.285 8.809
H10 -27.104 -17.540 8.637
H11 -26.233 -15.506 8.969
H12 -24.603 -16.224 9.090
H13 -26.390 -15.475 11.428
H14 -24.835 -14.804 11.154
C9 -24.061 -4.586 -1.497
C10 -24.325 -4.663 0.067
C11 -25.800 -4.866 0.330
S1 -26.523 -3.733 -0.851
O1 -26.430 -2.402 -0.288
O2 -27.797 -4.341 -1.273
C12 -25.251 -4.044 -2.128
H15 -23.767 -5.559 -1.890
H16 -23.243 -3.880 -1.642
H17 -24.041 -3.668 0.409
H18 -23.746 -5.370 0.661
H19 -26.194 -4.616 1.314
H20 -26.041 -5.923 0.215
H21 -25.087 -3.243 -2.850
H22 -25.713 -4.759 -2.808
C13 -26.238 -15.478 -2.161
C14 -24.780 -15.527 -1.688
C15 -24.640 -14.454 -0.555
S2 -25.964 -13.172 -0.801
O3 -25.335 -11.893 -1.180
O4 -26.879 -13.244 0.331
C16 -26.757 -13.999 -2.320
H23 -26.840 -15.956 -1.389
H24 -26.381 -16.004 -3.105
H25 -24.124 -15.226 -2.505
H26 -24.563 -16.522 -1.299
H27 -23.688 -13.935 -0.671
H28 -24.779 -14.846 0.452
H29 -26.161 -13.496 -3.081
H30 -27.800 -13.683 -2.312
C17 -31.549 -10.531 11.848
C18 -33.129 -10.672 11.773
C19 -33.557 -10.595 10.389
S3 -32.319 -11.466 9.336
O5 -32.073 -10.697 8.099
O6 -32.672 -12.894 9.226
C20 -30.920 -11.224 10.624
H31 -31.325 -10.906 12.846
H32 -31.320 -9.467 11.898
H33 -33.495 -9.865 12.407
H34 -33.514 -11.567 12.262
H35 -33.398 -9.619 9.930
H36 -34.536 -10.927 10.044
H37 -30.169 -10.487 10.339
H38 -30.493 -12.219 10.751
C21 -31.652 -3.393 4.808
C22 -30.514 -2.524 5.274
C23 -29.769 -3.129 6.478
S4 -30.278 -4.928 6.534
O7 -30.451 -5.251 7.959
O8 -29.683 -5.782 5.498
C24 -31.970 -4.559 5.790
H39 -31.121 -3.926 4.019
H40 -32.450 -2.770 4.403
H41 -30.886 -1.546 5.578
H42 -29.942 -2.034 4.486
H43 -30.145 -2.667 7.391
H44 -28.686 -3.010 6.444
H45 -32.597 -4.160 6.587
H46 -32.382 -5.542 5.563
N3 -21.006 -4.708 5.084
C25 -19.992 -4.030 4.389
C26 -20.393 -2.729 4.153
C27 -21.678 -2.583 4.795
C28 -22.011 -3.789 5.380
H47 -20.974 -5.705 5.243
H48 -19.013 -4.437 4.183
H49 -19.825 -2.079 3.504
H50 -22.297 -1.698 4.802
H51 -22.905 -3.983 5.954

***

DFT (ωB97M-V with the def2-TZVPD basis set) results for C28H51BCl12I2O8S as an isolated structure in a non-equilibrium geometry.

Output
**Calculated total energy**: -8240.11408 Eh
**Highest occupied orbital energy**: -8.438 eV
**Max |F|**: 1.377 eV Å⁻¹

Cartesian coordinates (Å):
C1 3.089 1.750 3.420
C2 3.259 2.036 1.929
C3 3.181 0.742 1.101
C4 1.780 0.120 1.216
C5 1.329 -0.695 -0.032
B1 2.582 -1.665 -0.318
O1 3.039 -1.962 -1.557
O2 3.166 -2.292 0.787
C6 0.020 -1.522 0.274
C7 0.034 -2.942 -0.286
O3 0.177 -3.027 -1.691
C8 0.889 -4.179 -2.082
C9 0.138 -5.476 -1.790
C10 -1.343 -0.753 0.099
C11 -1.418 0.310 1.256
O4 -1.156 1.638 0.899
C12 -1.696 2.540 1.833
C13 -2.564 -1.689 0.412
I1 -2.333 -2.667 2.349
C14 -3.949 -0.981 0.271
C15 -4.858 -1.745 -0.703
I2 -5.118 -0.954 2.119
C16 -1.486 -0.157 -1.358
C17 -2.115 -1.133 -2.364
O5 -2.338 0.956 -1.320
C18 -1.991 2.153 -2.007
C19 -2.156 2.141 -3.544
C20 -3.050 3.333 -3.929
C21 -0.788 2.295 -4.224
C22 -0.782 2.709 -5.716
C23 0.235 1.816 -6.453
C24 -0.316 4.159 -5.881
O6 -0.225 0.107 -2.012
S1 1.128 0.555 -1.323
O7 2.115 0.417 -2.344
O8 1.031 1.857 -0.742
H1 2.028 1.606 3.628
H2 3.482 2.557 4.032
H3 3.603 0.826 3.693
H4 4.238 2.475 1.737
H5 2.462 2.697 1.584
H6 3.430 1.009 0.073
H7 3.909 0.055 1.535
H8 1.785 -0.567 2.063
H9 1.078 0.927 1.406
H10 3.676 -2.689 -1.524
H11 2.931 -3.228 0.725
H12 0.098 -1.684 1.347
H13 -0.879 -3.460 0.011
H14 0.822 -3.537 0.195
H15 1.871 -4.200 -1.598
H16 1.083 -4.121 -3.151
H17 -0.937 -5.309 -1.754
H18 0.414 -5.870 -0.809
H19 0.400 -6.256 -2.501
H20 -0.719 0.034 2.051
H21 -2.404 0.271 1.726
H22 -2.786 2.445 1.893
H23 -1.265 2.392 2.832
H24 -1.445 3.542 1.492
H25 -2.603 -2.562 -0.225
H26 -3.872 0.077 0.066
H27 -5.388 -2.530 -0.167
H28 -4.292 -2.240 -1.486
H29 -5.626 -1.092 -1.110
H30 -1.894 -2.176 -2.170
H31 -1.701 -0.901 -3.343
H32 -3.179 -0.944 -2.424
H33 -1.005 2.520 -1.729
H34 -2.689 2.887 -1.604
H35 -2.680 1.246 -3.884
H36 -3.929 3.374 -3.286
H37 -2.509 4.278 -3.872
H38 -3.436 3.224 -4.943
H39 -0.199 1.386 -4.122
H40 -0.246 3.064 -3.669
H41 -1.755 2.560 -6.187
H42 0.597 2.278 -7.371
H43 -0.199 0.842 -6.683
H44 1.098 1.627 -5.814
H45 -1.079 4.886 -5.602
H46 0.012 4.354 -6.901
H47 0.549 4.332 -5.239
C25 2.134 5.182 5.308
Cl1 0.911 4.882 4.076
Cl2 2.195 3.864 6.485
Cl3 3.715 5.441 4.570
H48 1.864 6.085 5.838
C26 -2.640 0.608 5.887
Cl4 -2.900 -0.137 4.308
Cl5 -0.972 1.158 6.062
Cl6 -3.770 1.939 6.155
H49 -2.824 -0.144 6.643
C27 3.248 -1.030 6.321
Cl7 2.991 0.690 6.589
Cl8 3.475 -1.892 7.843
Cl9 1.910 -1.721 5.396
H50 4.149 -1.146 5.734
C28 3.613 -6.509 1.501
Cl10 2.639 -6.007 2.877
Cl11 3.190 -5.539 0.074
Cl12 5.329 -6.386 1.852
H51 3.382 -7.540 1.271

***

DFT (ωB97M-V with the def2-TZVPD basis set) results for a 12-piece molecular cluster, C28H51BCl22F10O3PS overall in a non-equilibrium geometry.

Output
**Calculated total energy**: -13210.67167 Eh
**Highest occupied orbital energy**: -6.547 eV
**Max |F|**: 1.096 eV Å⁻¹
**Net charge**: -1

Cartesian coordinates (Å):
C1 2.926 0.062 0.451
C2 2.781 0.272 -1.050
F1 3.073 1.627 -1.351
B1 1.377 -0.209 -1.705
P1 1.257 -2.135 -1.806
O1 0.040 -2.744 -2.434
S1 -0.065 0.512 -0.676
O2 -0.627 -0.464 0.241
O3 0.307 1.775 -0.057
C3 -1.478 1.086 -1.813
F2 -0.950 1.303 -3.040
F3 -1.955 2.264 -1.357
C4 -2.657 0.096 -1.973
F4 -3.292 0.380 -3.158
F5 -2.202 -1.159 -2.053
C5 -3.761 0.187 -0.883
F6 -3.240 0.236 0.350
F7 -4.493 1.308 -1.086
C6 -4.746 -1.014 -0.916
F8 -5.778 -0.725 -0.115
F9 -4.173 -2.120 -0.459
F10 -5.224 -1.244 -2.134
H1 3.940 -0.115 0.819
H2 2.565 0.979 0.931
H3 2.259 -0.735 0.796
H4 3.546 -0.328 -1.568
H5 1.333 0.232 -2.824
H6 2.420 -2.489 -2.536
H7 1.553 -2.679 -0.534
Cl1 -3.406 -7.588 0.683
C7 -4.043 -5.939 0.978
C8 -3.019 -4.870 0.697
Cl2 -1.681 -4.900 1.875
H8 -4.384 -5.899 2.009
H9 -4.901 -5.807 0.321
H10 -3.482 -3.894 0.780
H11 -2.589 -4.970 -0.297
Cl3 -1.715 2.666 -6.530
C9 -3.309 2.079 -5.989
C10 -3.795 0.917 -6.810
Cl4 -4.198 1.398 -8.485
H12 -4.004 2.914 -6.029
H13 -3.191 1.769 -4.954
H14 -4.704 0.514 -6.368
H15 -3.048 0.129 -6.862
Cl5 0.887 3.924 5.724
C11 0.634 3.815 3.954
C12 0.742 2.417 3.410
Cl6 2.422 1.836 3.452
H16 1.378 4.450 3.473
H17 -0.361 4.210 3.759
H18 0.459 2.438 2.358
H19 0.108 1.699 3.925
Cl7 2.692 7.015 -1.097
C13 3.047 5.257 -1.077
C14 1.857 4.431 -0.681
Cl8 1.403 4.668 1.034
H20 3.884 5.104 -0.403
H21 3.356 4.985 -2.084
H22 2.083 3.372 -0.795
H23 0.984 4.664 -1.285
Cl9 5.380 1.434 2.122
C15 6.372 2.912 2.132
C16 5.853 3.942 1.164
Cl10 6.073 3.456 -0.535
H24 7.399 2.634 1.911
H25 6.328 3.316 3.143
H26 6.401 4.873 1.301
H27 4.793 4.123 1.327
Cl11 -0.166 7.426 -9.787
C17 -1.102 6.502 -8.580
C18 -2.340 5.883 -9.170
Cl12 -3.556 7.106 -9.635
H28 -1.348 7.177 -7.764
H29 -0.452 5.716 -8.203
H30 -2.805 5.232 -8.432
H31 -2.107 5.296 -10.054
Cl13 -5.766 -5.731 4.926
C19 -4.824 -4.243 5.223
C20 -5.463 -3.068 4.523
Cl14 -5.302 -3.246 2.758
H32 -3.808 -4.406 4.873
H33 -4.807 -4.083 6.300
H34 -4.967 -2.140 4.798
H35 -6.520 -2.988 4.766
Cl15 -2.095 -6.730 5.022
C21 -1.831 -7.992 3.785
C22 -3.008 -8.918 3.666
Cl16 -3.208 -9.951 5.114
H36 -0.925 -8.528 4.042
H37 -1.680 -7.477 2.837
H38 -2.859 -9.584 2.818
H39 -3.933 -8.367 3.521
Cl17 7.302 -1.481 3.149
C23 5.663 -1.967 3.652
C24 5.193 -3.204 2.930
Cl18 4.926 -2.936 1.191
H40 5.003 -1.119 3.480
H41 5.700 -2.173 4.720
H42 4.244 -3.529 3.353
H43 5.916 -4.010 3.027
Cl19 2.170 12.146 1.209
C25 0.866 11.383 0.261
C26 1.355 10.847 -1.058
Cl20 1.831 12.150 -2.180
H44 0.082 12.123 0.121
H45 0.474 10.562 0.860
H46 0.557 10.286 -1.541
H47 2.212 10.191 -0.926
Cl21 2.559 -7.636 1.813
C27 2.485 -8.820 3.140
C28 2.028 -10.174 2.661
Cl22 0.324 -10.150 2.140
H48 1.819 -8.424 3.902
H49 3.487 -8.903 3.558
H50 2.106 -10.896 3.472
H51 2.625 -10.520 1.821

***

no.,orbital gap (hartree),E_LUMO (eV)
1,0.207,-4.9
2,0.188,-2.8
3,0.299,-0.3
4,0.306,1.8